(1)
120
Properties=species:S:1:pos:R:3:forces:R:3:mulliken_charge:R:1 method="wB97M-V/def2-TZVPD" total_charge=+1 homo_ev=-12.1452 total_energy_ev=-161571.5195 orbital_gap_ev=9.5449 de_lowest_kcal_mol=0.0
C 1.9852 1.0245 3.1673 0.1 0.2 -0.2 -1.542
C 1.3366 1.1629 1.7876 0.3 0.0 0.3 0.978
C -0.1927 1.1807 1.7684 0.0 0.3 -0.3 -0.533
Cl -1.0535 0.6077 3.2110 0.0 0.1 0.3 -0.095
N -0.7759 0.4251 0.6048 0.0 -0.1 0.2 0.177
C -0.7859 -1.0735 0.8061 0.4 -0.5 -0.2 -0.397
C -0.2608 -1.8771 -0.3946 -0.2 -0.1 -0.1 -0.210
C -1.3639 -2.6051 -1.1787 0.0 0.0 0.2 -0.353
C -0.8838 -3.8961 -1.8779 -0.4 -0.1 -0.1 -1.054
C -1.1957 -4.0031 -3.3832 0.6 -0.1 0.1 -0.988
C -0.9906 -2.7104 -4.1684 -0.4 0.0 -0.2 -0.055
C -0.7858 -2.9505 -5.6674 0.0 0.2 0.2 -0.635
C -0.9996 -1.6687 -6.4729 -0.3 -0.1 -0.3 -0.666
O 0.0646 -1.5177 -7.4313 0.2 -0.2 0.5 -0.348
C 0.7523 -0.3485 -7.3645 0.3 -0.4 -0.2 0.713
C 2.2189 -0.5681 -7.1353 0.0 -0.1 -0.3 -0.655
O 0.2316 0.7169 -7.4701 -0.4 0.6 0.2 -0.529
P -2.4335 1.2604 0.1856 0.1 -0.4 -0.1 0.321
O -2.3028 0.8866 -1.3811 -0.1 0.3 0.1 -0.426
O -3.4073 0.0767 0.6422 0.1 0.3 0.1 -0.437
H 1.9555 0.0029 3.5366 0.0 0.1 0.1 0.228
H 1.5223 1.7031 3.8856 -0.1 -0.1 0.0 0.375
H 3.0252 1.3418 3.0811 0.0 -0.2 0.0 0.527
H 1.6418 2.1312 1.3862 0.0 -0.1 -0.2 -0.028
H 1.7326 0.4071 1.1051 -0.1 -0.1 0.1 -0.324
H -0.5184 2.2157 1.6569 -0.1 -0.1 0.0 0.602
H -0.1680 0.5974 -0.2015 0.0 0.1 0.0 0.418
H -0.1822 -1.2918 1.6861 0.0 0.2 -0.1 0.053
H -1.8030 -1.3794 1.0286 0.0 0.1 0.1 0.584
H 0.4333 -2.6251 -0.0041 0.0 0.1 0.0 0.544
H 0.3303 -1.2472 -1.0654 0.1 0.0 0.0 -0.429
H -1.8217 -1.9165 -1.8892 0.0 0.0 0.0 0.176
H -2.1502 -2.8716 -0.4656 0.0 0.0 -0.1 0.458
H 0.1873 -4.0558 -1.7256 0.0 0.2 0.0 0.427
H -1.3744 -4.7331 -1.3746 0.2 -0.1 0.0 0.343
H -0.5086 -4.7463 -3.8038 -0.1 -0.1 0.1 0.336
H -2.1946 -4.4137 -3.5502 -0.1 0.2 0.0 0.389
H -0.1446 -2.1439 -3.7623 0.0 0.0 0.0 0.160
H -1.8778 -2.0741 -4.0620 0.1 0.0 0.1 0.356
H -1.4708 -3.7309 -6.0052 0.1 0.0 0.0 0.345
H 0.2350 -3.2878 -5.8594 -0.1 -0.1 0.0 0.370
H -1.0286 -0.8010 -5.8088 0.1 0.1 -0.1 0.387
H -1.9405 -1.6947 -7.0249 0.0 0.0 0.1 0.270
H 2.7548 0.3589 -7.2965 0.1 0.1 0.0 0.335
H 2.5865 -1.3460 -7.8047 0.0 0.0 0.1 0.345
H 2.3607 -0.9131 -6.1076 0.0 0.0 0.0 -0.075
H -2.4262 1.6943 -1.8988 0.0 -0.2 -0.3 0.349
H -3.7579 0.2625 1.5330 -0.2 -0.1 0.0 0.412
C 4.7203 -1.8787 -2.4354 0.1 -0.2 -0.5 -0.993
C 3.4171 -1.2481 -1.9315 0.0 -0.1 0.2 0.994
C 3.3342 0.2791 -1.8676 0.0 0.1 0.0 -0.052
F 4.2325 0.7886 -1.0129 0.0 0.0 0.0 -0.292
F 2.0942 0.6079 -1.3928 -0.1 0.0 -0.1 -0.231
F 3.0703 -1.7657 -0.7331 0.0 0.0 0.0 -0.236
F 2.4422 -1.6045 -2.8277 0.0 0.0 -0.1 -0.313
O 5.6124 -2.3462 -1.4521 -0.3 0.1 0.4 -0.409
C 6.5613 -1.5384 -0.8859 0.2 -0.1 -0.1 0.771
C 6.3556 -1.4016 0.6304 0.0 0.0 0.0 0.145
F 5.1332 -0.8840 0.8900 0.0 0.0 0.0 -0.153
F 7.2863 -0.5592 1.1181 0.0 0.0 0.0 -0.262
F 6.6198 -0.3353 -1.4823 0.0 0.1 0.0 -0.276
F 7.7572 -2.1357 -1.0539 0.0 0.0 -0.1 -0.302
H 4.4020 -2.7780 -2.9617 0.0 0.0 0.0 0.448
H 5.2099 -1.2365 -3.1691 0.0 0.1 0.1 0.371
H 3.4634 0.7289 -2.8544 0.0 0.0 0.0 0.431
H 6.4467 -2.3768 1.1109 0.0 0.0 0.0 0.265
C 0.6923 -1.8125 7.8397 -0.2 0.4 0.3 -0.825
C 1.4343 -1.8597 6.4976 0.2 -0.2 0.1 0.911
C 0.6503 -2.3129 5.2633 -0.1 0.0 -0.1 0.215
F 0.2211 -3.5800 5.3852 0.0 0.0 0.0 -0.243
F 1.4681 -2.2523 4.1781 0.0 0.0 0.0 -0.218
F 2.5625 -2.5829 6.6065 0.0 0.0 0.0 -0.282
F 1.7905 -0.5664 6.2174 -0.1 0.1 0.0 -0.284
O 0.8782 -2.9018 8.7119 0.3 -0.2 -0.3 -0.396
C 0.0887 -4.0161 8.6630 -0.1 0.1 0.2 0.807
C 0.9020 -5.2773 8.3377 0.0 0.0 0.0 0.180
F 1.5192 -5.1368 7.1471 0.0 0.0 0.0 -0.216
F 0.0563 -6.3249 8.2624 0.0 0.0 0.0 -0.252
F -0.9441 -3.8667 7.8127 0.0 0.0 -0.1 -0.291
F -0.4275 -4.2026 9.8960 -0.1 0.0 0.0 -0.297
H 1.1395 -0.9686 8.3634 0.0 0.0 0.0 0.446
H -0.3635 -1.5766 7.6981 0.0 -0.1 -0.1 0.341
H -0.2053 -1.6571 5.0809 0.0 0.0 0.1 0.143
H 1.6450 -5.4547 9.1168 0.0 0.0 0.0 0.260
C 2.4174 6.7778 -3.6264 -0.3 0.5 0.0 -0.755
C 3.0937 5.9794 -4.7481 0.2 -0.1 0.2 0.934
C 2.3305 4.8036 -5.3647 0.1 0.0 -0.2 0.061
F 2.0877 3.8437 -4.4400 0.0 0.0 0.1 -0.192
F 3.1026 4.2660 -6.3320 -0.1 0.0 0.0 -0.261
F 4.3154 5.5686 -4.3529 0.0 0.0 0.0 -0.258
F 3.2565 6.8570 -5.7774 0.0 0.1 0.0 -0.320
O 2.8043 6.4771 -2.2970 0.3 -0.4 -0.1 -0.371
C 2.2034 5.5328 -1.5304 -0.1 0.2 0.0 0.743
C 3.1754 4.4165 -1.1195 0.1 0.0 0.0 0.139
F 3.6677 3.7838 -2.2015 -0.1 0.0 0.0 -0.235
F 2.4879 3.5075 -0.3758 0.0 0.0 0.0 -0.150
F 1.0922 5.0182 -2.0978 0.0 0.0 -0.1 -0.279
F 1.8178 6.1255 -0.3763 -0.1 0.0 0.1 -0.312
H 2.7698 7.7968 -3.7750 0.0 0.0 0.0 0.391
H 1.3336 6.7953 -3.7436 0.0 -0.2 0.0 0.330
H 1.3864 5.1349 -5.8031 0.0 0.0 0.0 0.260
H 3.9969 4.8218 -0.5282 0.0 0.0 0.0 0.244
C -7.2260 0.7500 1.2102 0.2 -0.2 -0.4 -0.682
C -8.7058 1.0452 1.4897 0.0 -0.1 0.2 0.818
C -9.1652 2.5049 1.4022 -0.1 0.0 -0.1 0.088
F -8.5143 3.2570 2.3144 0.0 0.0 0.0 -0.220
F -10.4839 2.5554 1.6643 0.0 0.0 0.0 -0.254
F -9.0603 0.5186 2.6761 0.0 0.0 0.0 -0.268
F -9.3983 0.3944 0.5120 0.0 0.0 -0.1 -0.321
O -6.3877 0.5816 2.3444 -0.2 0.0 0.3 -0.338
C -5.7583 1.6132 2.9564 -0.1 0.0 -0.1 0.677
C -6.1950 1.7928 4.4183 0.1 0.0 0.0 0.218
F -7.5089 2.0494 4.4717 0.0 0.0 0.0 -0.226
F -5.5178 2.8412 4.9319 0.0 0.0 0.0 -0.252
F -5.8348 2.7553 2.2645 0.0 0.0 0.0 -0.283
F -4.4175 1.2802 3.0097 0.2 0.0 0.0 -0.370
H -7.2257 -0.2297 0.7359 0.0 0.0 0.0 0.428
H -6.8066 1.4555 0.4924 -0.1 0.1 0.1 0.327
H -8.9840 2.9067 0.4015 0.0 0.0 0.0 0.298
H -5.9699 0.8905 4.9904 0.0 0.0 0.0 0.285

***

(2)
17
Properties=species:S:1:pos:R:3:forces:R:3:mulliken_charge:R:1 method="wB97M-V/def2-TZVPD" total_charge=+1 homo_ev=-12.4556 total_energy_ev=-8309.9386 orbital_gap_ev=9.3184 de_lowest_kcal_mol=42.7
C 0.6017 1.7890 0.2006 0.9 -0.5 -0.1 -1.315
C -0.3777 0.6868 0.0086 0.4 -0.7 -0.4 0.568
C -0.8983 -0.2108 0.8750 -0.1 0.6 -0.4 -0.517
N -0.3316 -0.6052 2.0488 -0.5 0.7 0.5 -0.411
N -0.6523 0.3098 -1.4203 -2.1 0.7 -0.2 -0.264
H 1.2815 1.8938 -0.6486 -0.3 0.2 -0.2 0.394
H 1.3260 1.5812 0.9869 -0.2 0.0 0.4 0.376
H 0.0943 2.7295 0.4071 0.1 0.1 0.0 0.285
H -1.8936 -0.6130 0.6680 0.6 -0.8 -0.3 0.349
H 0.3385 0.0343 2.4516 0.2 -0.2 0.0 0.218
H -0.9616 -0.9905 2.7353 0.0 0.0 0.1 0.275
H -0.4379 1.0122 -2.1301 0.6 0.1 0.3 0.373
H -1.6751 0.2773 -1.5118 0.1 -0.5 -0.1 0.389
H -0.2373 -0.6050 -1.6901 0.4 0.5 0.2 0.306
H 0.8496 -2.2246 -0.6406 0.2 -1.0 0.6 0.319
H 2.0892 -1.8802 -1.5829 -0.3 -0.4 0.3 0.308
O 1.2326 -1.6011 -1.2358 0.1 1.2 -0.9 -0.654

***

(3)
78
Properties=species:S:1:pos:R:3:forces:R:3:mulliken_spin:R:1 method="wB97M-V/def2-TZVPD" multiplicity=6 total_charge=-2 homo_ev="-2.0050 / -2.2111" total_energy_ev=-203590.7085 orbital_gap_ev="5.5402 / 5.7453" de_lowest_kcal_mol=12.9
Mn 0.5716 0.5630 -0.1064 0.1 0.2 -0.4 4.749
C 1.6264 -4.0169 -0.7782 0.0 0.0 0.1 0.001
C 1.9042 -3.0522 -1.8936 0.0 0.0 0.0 0.009
N 2.4753 -3.5217 -2.9964 0.0 0.0 0.0 -0.002
C 2.6897 -2.6720 -3.9958 0.0 0.1 -0.1 0.009
C 2.3354 -1.3291 -3.9665 0.0 0.0 0.1 -0.008
C 2.5894 -0.5029 -5.2062 0.0 0.0 0.0 -0.001
O 1.5063 -0.4862 -6.1164 0.1 0.0 -0.1 0.000
C 1.7435 -0.8208 -2.8066 0.1 -0.1 0.0 0.013
C 1.3179 0.6315 -2.6934 0.0 -0.1 -0.1 -0.075
N 1.9264 1.2524 -1.5664 0.1 0.0 0.1 0.142
C 2.5143 2.4585 -1.6349 0.0 -0.1 -0.1 0.024
C 2.7034 3.2454 -2.8002 0.0 0.0 -0.1 0.008
C 3.3443 4.4630 -2.7696 0.0 0.1 0.0 -0.002
C 3.8524 4.9968 -1.5873 0.0 0.0 -0.1 0.010
C 3.6911 4.2595 -0.4243 0.0 0.0 0.1 -0.007
C 3.0518 3.0379 -0.4593 0.1 0.1 -0.1 -0.015
I 2.8740 1.9475 1.3197 0.1 0.0 0.2 0.021
C 1.5379 -1.6991 -1.7164 0.0 0.0 -0.1 -0.003
O 1.0230 -1.3496 -0.5554 -0.2 0.2 0.0 0.063
H 1.7590 -5.0355 -1.1422 0.0 0.0 0.0 0.000
H 0.6110 -3.8803 -0.4003 0.0 0.0 0.0 0.000
H 2.2995 -3.8531 0.0696 0.0 0.0 0.0 0.000
H 3.1552 -3.0798 -4.8897 0.0 0.0 0.0 0.000
H 3.4319 -0.9414 -5.7493 0.0 0.0 0.0 0.000
H 2.8896 0.5180 -4.9394 0.0 0.0 0.0 0.000
H 0.7109 -0.1740 -5.6472 -0.1 0.1 0.1 0.000
H 1.4363 1.1656 -3.6323 0.1 -0.1 0.0 0.010
H 2.2999 2.8965 -3.7409 0.0 0.0 0.0 0.002
H 3.4395 5.0206 -3.6952 0.0 0.0 0.0 0.000
H 4.3439 5.9606 -1.5683 0.0 0.0 0.0 0.001
H 4.0646 4.6380 0.5198 0.0 0.0 0.0 0.000
F 0.5106 -4.1853 6.5806 0.1 -0.2 0.3 0.000
C 0.2223 -3.4032 5.5472 0.0 0.2 -0.2 -0.001
C -1.0849 -3.0312 5.3107 0.2 0.1 -0.2 0.000
F -2.0558 -3.4649 6.1130 -0.2 -0.1 0.2 0.000
C -1.3712 -2.2143 4.2312 0.2 -0.1 0.1 -0.012
F -2.6505 -1.9140 4.0413 -0.3 0.0 0.0 0.001
C -0.3859 -1.7356 3.3824 0.2 0.1 -0.3 0.059
P -0.7852 -0.5839 1.9807 0.0 0.1 0.3 0.003
C -1.8919 -1.5715 0.9474 0.0 0.0 0.0 -0.100
C -2.4765 -0.9019 -0.1272 0.0 0.0 -0.1 0.079
C -3.1975 -1.6064 -1.0779 0.0 0.0 0.0 0.006
C -3.3354 -2.9813 -0.9588 0.0 0.0 0.0 0.002
C -2.7457 -3.6516 0.1024 0.0 0.0 0.0 0.002
C -2.0184 -2.9511 1.0526 0.0 0.0 0.0 0.003
C -1.8544 0.5865 2.8915 0.1 0.0 0.1 -0.045
C -3.2409 0.6074 2.8360 0.0 0.0 0.0 0.000
C -3.9527 1.5165 3.6040 0.0 0.0 0.0 0.000
C -3.2856 2.4002 4.4384 0.0 0.1 0.0 0.001
C -1.8987 2.3982 4.4823 0.0 0.0 0.0 0.002
C -1.1859 1.5070 3.6969 0.0 0.0 0.0 -0.008
C 0.9342 -2.1341 3.6317 -0.1 -0.1 0.1 -0.014
Br 2.3696 -1.6058 2.5452 0.0 0.0 0.0 0.006
C 1.2280 -2.9544 4.7091 -0.3 0.1 -0.1 0.001
F 2.4746 -3.3388 4.9779 0.2 -0.1 0.0 0.000
H -2.3447 0.1683 -0.2667 0.0 0.0 0.0 -0.004
H -3.5842 -1.0710 -1.9319 0.0 0.0 0.0 0.000
H -3.8693 -3.5356 -1.7201 0.0 0.0 0.0 0.000
H -2.8263 -4.7294 0.1814 0.0 0.0 0.0 0.000
H -1.5294 -3.4944 1.8522 0.0 0.0 0.0 0.000
H -3.7634 -0.0935 2.1979 0.0 0.0 0.0 0.000
H -5.0341 1.5336 3.5481 0.0 0.0 0.0 0.000
H -3.8459 3.1114 5.0331 0.0 0.0 0.0 0.000
H -1.3691 3.1134 5.0992 0.0 0.0 0.0 0.000
H -0.1010 1.5414 3.6908 0.0 0.0 0.0 0.002
F -1.3158 5.0448 1.4459 0.0 -0.1 0.0 0.000
C -1.8883 4.1875 0.5602 0.0 0.0 -0.1 0.001
F -2.5963 4.9405 -0.2999 0.1 0.0 0.0 0.000
F -2.7768 3.4597 1.2533 0.0 -0.1 0.1 0.000
C -0.7883 3.3389 -0.1587 0.1 0.2 0.0 0.033
O -0.2169 3.8848 -1.0773 0.0 0.0 0.0 0.007
O -0.5991 2.2077 0.3881 -0.2 -0.3 0.2 0.088
O -1.1677 -1.2984 -3.4641 0.0 0.0 0.1 0.001
S -1.1937 0.1464 -3.5089 -0.2 -0.1 -0.2 -0.005
O -0.6853 0.6983 -4.7590 0.1 0.0 -0.1 0.000
O -0.1199 0.6820 -2.3942 -0.2 0.0 0.2 -0.057
O -2.4264 0.7373 -3.0390 0.0 0.1 0.1 0.001